1.
ORCA calculation (the ωB97M-V functional and the def2-TZVPD basis) on C5H3CuO3 as an isolated structure at a distorted geometry.

2S+1: 2
⟨S²⟩: 0.760
HOMO energy (spin up / spin down): -13.5962 / -13.5736 eV
LUMO (spin up / spin down): -4.9 / -8.2 eV
net charge: +1
orbital gap (spin up / spin down): 8.712 / 5.416 eV
total energy: -56002.1741 eV

Geometry as XYZ:
```
12
Properties=species:S:1:pos:R:3:forces:R:3:lowdin_spin:R:1
C 0.29150 -0.42996 -1.03485 1.2 0.9 0.2 0.4367
C -0.18532 -1.31568 -1.84372 -2.3 -3.5 -3.2 0.1635
O -0.66618 -2.11841 -2.54758 1.4 2.3 2.0 0.2494
C 1.37249 0.52839 -0.67405 -0.2 0.2 0.3 0.0474
C 0.59700 -0.14897 0.40699 -0.2 1.2 2.5 0.0203
O -0.35561 0.49078 1.15820 3.5 -2.9 -2.4 0.0371
C -2.01815 -0.46316 1.81782 -2.5 3.3 1.0 0.0001
O -2.51915 0.60490 2.00707 0.3 -4.5 0.0 0.0007
Cu -1.19648 1.99822 1.46961 -0.6 3.4 0.2 0.0088
H 2.40637 0.21879 -0.84344 -0.3 -0.1 -0.2 0.0163
H 1.17659 1.58464 -0.87746 -0.1 -0.3 0.0 0.0146
H 1.09695 -0.94954 0.96141 -0.1 -0.1 -0.5 0.0051
```
Forces are in eV/Å.

2.
ORCA calculation (the ωB97M-V functional and the def2-TZVPD basis) on C8H13NPd as an isolated structure at a distorted geometry.

2S+1: 5
⟨S²⟩: 6.027
HOMO energy (spin up / spin down): -6.7357 / -6.3711 eV
LUMO (spin up / spin down): 1.0 / -0.3 eV
orbital gap (spin up / spin down): 7.745 / 6.049 eV
total energy: -13464.8582 eV

Geometry as XYZ:
```
23
Properties=species:S:1:pos:R:3:forces:R:3:lowdin_spin:R:1
C 2.06103 0.36827 -0.12164 0.3 -0.8 0.0 0.1251
C 1.66318 -0.15860 -1.40300 0.1 -0.3 0.6 0.1556
C 1.15722 -1.48727 -1.20299 0.3 -0.1 0.2 0.0356
C 1.27079 -1.79484 0.19104 0.4 0.5 -0.5 0.1397
C 1.81900 -0.64149 0.86287 0.6 0.0 -0.7 0.1416
Pd -0.26361 -0.06440 -0.04221 0.9 0.1 -1.2 1.1277
N -0.68287 1.14752 1.39141 -1.0 2.6 3.9 1.1703
C -1.60474 1.99391 -0.70462 0.4 -0.8 -2.2 0.0761
C -1.04714 1.29294 -1.77141 -1.5 1.4 0.6 0.0505
H 0.77576 -2.14852 -1.97676 0.2 0.2 0.2 -0.0014
H 1.73576 0.35937 -2.35658 0.0 -0.2 0.3 0.0070
H 0.96034 -2.72080 0.67051 0.2 0.3 -0.3 0.0056
H 2.02003 -0.56052 1.93060 -0.2 0.0 -0.4 0.0056
H 2.48755 1.35376 0.06148 -0.2 -0.4 -0.1 0.0018
H -0.19986 1.71471 -2.31770 -0.3 -0.3 0.3 0.0003
H -1.18328 2.94276 -0.38247 0.0 -0.4 0.1 0.0054
H -0.75142 1.91007 2.12780 0.5 -0.8 -1.4 0.0597
H -1.60470 0.47727 -2.24432 0.2 0.3 0.1 -0.0010
H -2.57842 1.71342 -0.30928 0.3 0.0 0.0 0.0053
C -1.28401 -1.25205 1.63598 -3.5 -2.5 3.0 0.7426
H -2.23602 -0.62321 1.62335 1.9 -0.6 -1.5 0.0308
H -1.97421 -1.76899 2.44833 0.8 0.4 0.1 0.0710
H -0.54039 -2.05333 1.88963 -0.5 1.5 -1.2 0.0455
```
Forces are in eV/Å.

3.
ORCA calculation (the ωB97M-V functional and the def2-TZVPD basis) on a single C5H6O2 molecule at a distorted geometry.

SMILES: C#CC(=O)[C@@H](C)O
HOMO energy: -10.5669 eV
LUMO: 0.0 eV
orbital gap: 10.518 eV
total energy: -9374.4326 eV

Geometry as XYZ:
```
13
Properties=species:S:1:pos:R:3:forces:R:3:nbo_charge:R:1
C -0.68580 2.52358 -1.49017 0.2 -0.4 0.2 -0.1157
C -0.06673 1.63814 -0.95703 -0.3 0.4 -0.3 -0.1407
C 0.69817 0.60979 -0.27002 0.4 -0.1 0.0 0.5040
O 1.87418 0.42006 -0.50944 -0.4 0.2 0.0 -0.5110
C 0.00244 -0.25829 0.76626 0.3 0.1 0.3 0.0009
C -0.61367 -1.51692 0.13522 0.2 -0.3 0.2 -0.6521
O 1.00070 -0.74336 1.66438 0.2 0.7 0.1 -0.7150
H -1.22942 3.31094 -1.96739 0.1 -0.2 0.1 0.2423
H -0.72252 0.31820 1.34863 0.1 0.0 -0.1 0.2043
H -1.67478 -1.68142 0.35941 0.4 0.1 0.0 0.2222
H 0.05531 -2.16781 0.73122 -1.1 -0.8 -0.9 0.2594
H -0.45168 -1.63640 -0.94343 0.1 0.1 0.3 0.2160
H 1.81379 -0.81650 1.13237 -0.1 0.1 0.2 0.4855
```
Forces are in eV/Å.